Entry 1:
C19H27BBr33IN3O | ωB97M-V/def2-TZVPD

Computed properties:
HOMO (eV): -11.398
Total charge: +1
Kohn-Sham gap (Eh): 0.328

XYZ file:
```
85
Properties=species:S:1:pos:R:3:forces:R:3
C -3.731 0.168 0.919 0.88 -0.13 -1.44
N -3.694 -1.314 0.985 -0.54 -0.11 1.68
C -5.022 -1.927 1.188 -0.18 0.13 -1.08
B -2.714 -1.801 1.899 -0.09 0.09 -0.54
O -2.972 -2.337 3.129 0.28 -0.21 -0.14
C -1.187 -1.753 1.362 -0.47 0.32 0.43
N -0.440 -0.650 1.301 0.90 0.05 -0.24
C 0.813 -0.960 0.807 0.14 -0.59 -0.35
C 0.801 -2.274 0.524 -0.81 -0.50 0.98
N -0.460 -2.766 0.899 0.07 0.83 0.10
C -0.947 -4.149 0.851 0.43 -0.42 0.08
C 0.097 -5.145 1.337 -0.43 -0.20 0.15
C 0.169 -5.390 2.830 0.39 -0.10 0.03
I 0.504 -3.661 4.052 0.06 -0.06 -0.05
H -3.446 0.486 -0.082 -0.12 0.20 -0.15
H -3.014 0.647 1.587 -0.10 0.03 0.31
H -4.719 0.566 1.110 -0.15 -0.11 0.25
H -5.751 -1.228 1.584 0.00 0.04 0.43
H -4.979 -2.834 1.777 0.10 0.01 0.32
H -5.403 -2.220 0.211 -0.08 -0.03 -0.13
H -2.984 -1.683 3.837 -0.09 -0.24 0.23
H -0.696 0.277 1.597 -0.26 -0.02 0.03
H 1.654 -0.309 0.678 -0.36 0.37 -0.04
H 1.547 -2.934 0.144 0.38 0.03 0.04
H -1.848 -4.243 1.451 -0.04 0.28 0.24
H -1.229 -4.405 -0.159 -0.02 0.18 -0.33
H 1.084 -4.929 0.943 0.15 0.21 -0.09
H -0.177 -6.103 0.894 -0.01 -0.16 -0.08
H 1.019 -6.035 3.004 0.16 -0.05 0.24
H -0.698 -5.899 3.231 -0.28 0.15 -0.03
C -4.414 3.872 -1.652 -0.10 0.03 0.07
Br -4.989 5.295 -0.502 0.07 -0.11 -0.04
Br -2.606 3.317 -1.277 0.11 0.04 0.10
Br -5.630 2.384 -1.613 0.00 -0.02 0.10
H -4.420 4.258 -2.661 -0.01 -0.01 -0.03
C -0.692 2.442 -4.694 0.08 0.00 -0.01
Br -2.168 1.230 -4.452 -0.20 0.09 -0.04
Br 0.981 1.518 -4.462 -0.03 0.10 0.01
Br -0.794 3.356 -6.379 0.00 -0.04 0.03
H -0.758 3.192 -3.918 -0.04 -0.02 0.03
C 4.969 -0.148 -4.370 0.08 -0.15 -0.15
Br 6.229 -1.592 -4.243 -0.10 -0.03 0.25
Br 4.041 -0.143 -6.053 -0.01 0.00 0.04
Br 3.736 -0.161 -2.887 0.02 0.00 0.08
H 5.528 0.773 -4.309 0.00 0.03 0.04
C -7.270 4.140 -5.353 -0.07 0.03 0.07
Br -7.764 5.583 -4.181 0.02 -0.03 0.01
Br -5.448 3.590 -5.055 0.09 -0.04 -0.28
Br -8.483 2.657 -5.213 0.03 0.02 0.02
H -7.329 4.512 -6.366 0.02 0.01 -0.01
C 8.795 -2.494 -7.397 0.01 0.00 0.01
Br 10.258 -1.304 -7.771 -0.03 -0.02 0.00
Br 7.096 -1.656 -7.729 0.05 0.00 -0.22
Br 8.965 -4.157 -8.349 0.00 0.03 0.01
H 8.835 -2.725 -6.342 0.00 0.00 0.01
C 1.730 0.282 5.989 0.06 0.07 0.21
Br 3.144 -1.018 5.902 -0.06 -0.04 -0.04
Br 0.649 0.236 4.390 -0.19 -0.03 0.10
Br 0.665 0.082 7.569 0.00 -0.03 -0.04
H 2.195 1.257 6.030 0.00 0.00 -0.09
C 4.867 1.063 3.261 0.12 -0.01 0.04
Br 4.427 2.423 4.547 0.01 0.03 -0.05
Br 3.391 0.743 2.057 0.36 0.14 0.04
Br 6.477 1.470 2.310 0.05 -0.12 0.07
H 5.031 0.143 3.806 -0.09 0.00 0.01
C 0.341 -3.372 -4.001 -0.02 -0.08 -0.22
Br 0.263 -3.205 -2.068 0.04 -0.04 -1.03
Br -0.740 -2.019 -4.825 0.06 -0.09 0.05
Br 2.147 -3.339 -4.650 -0.07 -0.01 0.11
H -0.075 -4.337 -4.253 -0.02 -0.01 0.03
C 1.791 -2.755 10.303 0.00 0.00 0.00
Br 0.576 -1.537 11.169 0.02 -0.02 -0.08
Br 0.972 -3.640 8.799 0.03 0.03 0.02
Br 3.436 -1.887 9.814 -0.03 -0.01 0.00
H 2.038 -3.521 11.023 0.00 -0.01 0.01
C -6.586 9.122 0.721 -0.01 0.04 0.02
Br -7.879 10.390 1.362 0.03 -0.02 -0.03
Br -7.206 8.209 -0.857 -0.04 0.07 0.02
Br -4.866 9.934 0.436 -0.02 -0.02 -0.01
H -6.463 8.376 1.492 -0.01 -0.01 0.01
C 6.221 2.693 -1.356 0.04 -0.08 0.06
Br 5.620 3.159 -3.122 -0.05 0.20 -0.04
Br 8.088 2.224 -1.375 -0.06 0.00 0.08
Br 5.835 4.081 -0.085 -0.02 0.14 -0.18
H 5.669 1.814 -1.050 0.00 -0.01 0.00
```
Forces are in eV/Å.

Entry 2:
C19H27BNO2OsP | ωB97M-V/def2-TZVPD

Computed properties:
HOMO (spin up / spin down) (eV): -12.903 / -13.043
Spin multiplicity: 5
Total charge: +2
Expectation value of S²: 6.04
Kohn-Sham gap (spin up / spin down) (Eh): 0.266 / 0.105

XYZ file:
```
52
Properties=species:S:1:pos:R:3:forces:R:3
C -2.107 0.190 -3.669 -0.09 0.04 0.04
C -1.868 -0.804 -2.716 0.29 -0.10 0.33
C -1.114 -0.523 -1.567 -0.60 0.78 -1.20
C -0.737 0.812 -1.345 0.63 -0.27 0.49
C -0.895 1.797 -2.328 -0.63 -0.60 -0.46
C -1.603 1.477 -3.490 0.28 0.07 -0.06
C -0.718 -1.572 -0.586 -0.01 -0.07 0.35
C -0.201 -2.887 -1.237 -0.51 -1.00 0.44
N 1.017 -2.802 -1.992 0.00 1.29 0.34
Os -0.081 1.378 0.526 -0.46 -0.60 0.58
C -0.292 3.147 -2.114 0.12 0.57 0.48
P 0.774 3.079 -0.573 0.77 2.52 -3.99
H -2.262 -1.814 -2.849 0.02 0.26 -0.23
H -1.730 2.255 -4.244 -0.11 -0.34 0.04
H -2.680 -0.045 -4.565 0.11 0.05 0.24
H -1.044 3.938 -1.965 0.12 -0.28 -0.09
H 0.353 3.452 -2.953 -0.29 -0.02 0.14
H 0.030 -1.170 0.127 -0.17 -0.27 -0.45
H -1.593 -1.847 0.027 0.29 -0.28 -0.18
H -0.002 -3.595 -0.418 -0.19 0.12 -0.32
C 0.870 4.812 -0.080 0.05 0.09 0.60
C 2.396 2.707 -1.305 0.40 -0.08 0.06
H -0.980 -3.300 -1.895 0.28 0.15 0.21
C 1.022 -2.289 -3.324 0.10 -0.42 -1.04
C 2.279 -2.901 -1.320 0.60 -0.65 0.52
H 0.357 2.560 1.647 -1.47 0.82 0.74
H 1.964 -2.593 -3.802 -0.34 0.15 0.04
H 0.163 -2.691 -3.880 0.26 0.20 0.17
H 0.956 -1.184 -3.363 -0.08 -0.24 0.37
H 2.989 -3.440 -1.975 -0.28 0.26 0.34
H 2.719 -1.906 -1.097 -0.38 -0.27 -0.22
H 2.139 -3.453 -0.375 0.20 0.30 -0.45
H 2.438 3.069 -2.342 0.14 0.00 0.36
H 3.160 3.202 -0.692 0.00 -0.25 -0.28
H 2.550 1.619 -1.286 0.06 0.41 -0.04
H 0.863 5.479 -0.953 0.09 -0.31 0.20
H 0.013 5.051 0.562 0.21 0.05 -0.15
H 1.800 4.952 0.487 -0.26 0.16 -0.06
H 1.076 2.109 1.514 1.39 -0.93 0.13
O 0.444 -0.645 2.795 -0.97 0.00 0.56
B -0.431 0.382 2.271 -0.51 -1.10 1.54
O -1.563 0.514 3.151 0.67 -1.03 0.31
C -1.402 -0.450 4.092 1.67 0.29 -1.34
C -2.212 -0.744 5.167 -0.90 0.81 -0.35
C -1.765 -1.723 6.064 1.44 -1.90 1.17
C -0.555 -2.385 5.867 -1.94 -0.01 1.67
C 0.242 -2.116 4.747 0.90 -0.27 -0.48
C -0.194 -1.138 3.882 -0.96 1.64 -0.81
H -3.158 -0.223 5.297 0.13 -0.06 0.08
H -2.383 -1.966 6.929 0.24 0.05 -0.24
H -0.217 -3.128 6.590 -0.18 0.20 -0.21
H 1.174 -2.644 4.557 -0.11 0.09 0.12
```
Forces are in eV/Å.

Entry 3:
C19H27CaF6KN2NaO21S4 | ωB97M-V/def2-TZVPD

Computed properties:
HOMO (eV): -3.821
Total charge: -1
Kohn-Sham gap (Eh): 0.041

XYZ file:
```
82
Properties=species:S:1:pos:R:3:forces:R:3
O 2.935 2.152 0.478 -0.02 -0.79 -0.05
C 2.304 3.075 -0.100 0.58 -0.55 0.25
O 2.609 4.247 -0.215 -0.21 0.94 -0.29
C 0.947 2.628 -0.691 -0.06 1.09 -0.47
C 0.513 1.403 -0.514 -0.49 -0.77 0.29
C -0.800 1.003 -1.065 0.59 0.39 0.38
O -0.945 -0.090 -1.569 -0.71 -0.86 -0.16
C -1.872 2.053 -0.967 -0.05 -0.66 -0.29
C -3.279 1.673 -0.609 0.46 0.34 0.12
O -4.134 1.703 -1.774 0.48 -0.45 0.06
C -5.426 1.813 -1.422 0.25 0.20 -0.14
F -5.728 3.096 -1.179 -0.28 0.39 0.26
F -5.710 1.103 -0.350 -0.42 -0.24 0.49
F -6.201 1.406 -2.411 -0.21 -0.16 -0.64
C -1.458 3.289 -1.183 0.51 0.49 0.01
C 0.018 3.502 -1.506 0.19 0.02 0.69
O 0.390 4.251 -2.371 -0.27 0.16 -0.19
H 1.134 0.720 0.055 -0.07 0.16 -0.39
H -3.639 2.405 0.116 -0.07 -0.08 0.03
H -3.285 0.693 -0.134 -0.24 -0.05 -0.15
H -2.133 4.136 -1.112 0.11 0.08 -0.27
C 1.173 -1.405 0.880 -0.41 0.62 0.18
O 1.786 -0.444 1.717 0.67 -1.05 0.16
C 1.249 -0.456 3.058 0.19 0.35 0.32
C 2.181 -1.139 4.036 -0.23 -0.12 0.03
O 2.280 -2.551 3.780 0.02 0.28 -0.54
C 3.470 -2.901 3.133 -0.15 -0.48 1.58
H 1.744 -1.460 -0.056 -0.11 0.13 0.05
H 1.174 -2.391 1.354 -0.15 0.78 0.78
H 0.143 -1.108 0.644 0.00 -0.19 -0.03
H 0.264 -0.927 3.069 0.02 -0.06 -0.11
H 1.130 0.586 3.357 0.05 0.02 -0.07
H 1.776 -1.027 5.042 0.07 0.07 0.01
H 3.174 -0.673 4.025 0.01 0.00 0.13
H 4.327 -2.787 3.813 0.17 0.14 -0.21
H 3.614 -2.290 2.249 -1.39 -1.85 1.32
H 3.408 -3.939 2.817 0.03 0.03 -0.13
Na 1.394 -3.755 0.191 0.42 -1.28 -0.99
Ca 4.399 -1.183 1.196 1.20 3.22 -1.68
C 0.477 5.861 -6.325 -0.33 0.40 -0.02
C -0.440 4.824 -5.719 0.37 -0.23 0.48
O -0.886 4.039 -6.840 0.09 0.31 -0.38
S 0.280 3.972 -7.938 -0.08 0.37 0.57
O 0.989 2.753 -7.777 0.10 -0.11 -0.26
O -0.260 4.363 -9.188 -0.03 -0.21 -0.16
O 1.186 5.161 -7.360 -0.12 -0.40 0.08
H -0.087 6.673 -6.787 0.00 -0.01 0.01
H 1.173 6.271 -5.598 0.19 -0.15 -0.11
H -1.288 5.264 -5.202 -0.14 -0.11 -0.17
H 0.100 4.168 -5.035 -0.02 0.08 0.07
C -0.333 -6.279 -4.299 -0.02 -0.11 -0.26
S 0.954 -7.219 -3.450 0.12 -0.24 0.19
O 1.592 -6.282 -2.494 -0.15 0.19 -0.09
C 2.043 -7.370 -4.871 -0.03 0.11 -0.17
H -1.112 -6.037 -3.570 0.10 -0.34 0.06
H 0.100 -5.359 -4.704 0.47 -0.96 -0.20
H -0.764 -6.876 -5.102 -0.01 0.01 0.00
H 2.307 -6.380 -5.243 0.02 0.01 0.06
H 1.546 -7.949 -5.650 -0.01 -0.04 0.04
H 2.943 -7.890 -4.549 -0.04 -0.01 0.09
N 7.753 -0.029 6.040 0.14 0.84 -0.61
S 6.655 0.535 5.088 -1.20 -0.24 0.39
O 6.905 0.421 3.675 -0.06 -0.21 -0.66
O 5.933 1.691 5.518 0.15 0.14 -0.02
F 5.544 -0.620 5.292 0.07 -0.29 0.06
S 9.079 0.832 6.046 1.49 0.13 0.07
O 10.174 0.155 6.649 -0.41 -0.37 0.31
O 8.937 2.222 6.357 -0.53 -0.03 -0.08
F 9.503 0.848 4.500 -0.16 0.02 -0.08
C -6.057 0.224 2.706 0.28 0.47 0.44
O -6.592 -0.628 1.992 0.02 -0.08 -0.11
O -6.493 0.585 3.838 -0.35 -0.19 0.00
O -5.000 0.852 2.399 0.17 -0.18 -0.32
K -0.956 -3.614 -4.099 -0.43 1.67 0.52
F 8.073 -2.569 6.536 -0.16 -0.43 -0.09
C -10.106 -0.021 4.630 -0.07 0.24 0.00
N -9.511 -0.955 3.639 0.06 0.09 0.02
O -9.845 -0.831 2.480 -0.06 -0.08 -0.08
O -8.732 -1.774 4.069 -0.07 -0.18 0.02
H -10.780 0.651 4.110 0.03 -0.03 -0.06
H -10.641 -0.619 5.362 0.11 -0.02 0.05
H -9.288 0.526 5.090 0.04 -0.10 0.03
```
Forces are in eV/Å.

Entry 4:
C19H27ClN2O | ωB97M-V/def2-TZVPD

Computed properties:
HOMO (eV): -8.166
Energy above the lowest of the compared OMol25 structures with the same formula, charge and spin (kJ/mol): 1454.5
Total charge: 0
Kohn-Sham gap (Eh): 0.313
SMILES: CCCCN1[C@@H]2CCC[C@H]1C[C@H](NC(=O)c1ccccc1Cl)C2

XYZ file:
```
50
Properties=species:S:1:pos:R:3:forces:R:3
C 1.607 -4.039 4.539 3.97 -1.11 -3.53
C 0.357 -4.642 3.921 -0.65 1.84 2.97
C -0.694 -3.704 3.314 5.54 1.65 8.79
C -0.197 -3.139 2.194 0.67 0.01 -7.51
N 0.906 -2.214 2.347 2.00 -3.64 -5.82
C 1.834 -2.355 0.883 -0.98 4.59 4.83
C 3.179 -1.703 1.385 -1.24 -2.17 -3.91
C 3.026 -0.372 2.007 3.74 0.55 -0.66
C 2.072 -0.370 3.017 -8.26 0.80 6.64
C 0.605 -0.866 2.594 4.06 1.00 -0.89
C 0.050 0.036 1.528 -0.31 -16.10 -5.05
C 0.654 -0.096 0.091 -2.43 -4.72 1.73
N -0.378 0.177 -0.943 8.52 7.41 1.21
C 0.050 1.293 -1.674 0.98 5.09 -0.42
O 1.192 2.233 -1.539 -6.80 -6.60 -0.36
C -1.154 1.733 -2.679 5.05 -2.57 0.12
C -1.449 0.806 -3.782 7.60 -1.18 10.62
C -2.347 1.162 -4.506 -7.35 1.10 -10.92
C -2.914 2.510 -4.538 -2.73 -4.77 -1.83
C -2.704 3.314 -3.498 0.57 0.13 -2.58
C -1.603 2.969 -2.739 -1.61 3.12 4.08
Cl -1.481 4.149 -1.319 0.58 -1.03 -1.05
C 1.152 -1.652 -0.267 -7.84 -0.34 8.12
H 2.167 -3.334 3.704 -1.39 -1.72 2.59
H 2.389 -4.934 4.758 -1.79 1.98 -0.29
H 1.438 -3.533 5.441 -0.24 0.97 1.21
H -0.072 -5.147 4.759 -0.75 -0.77 0.46
H 0.646 -5.333 3.256 0.94 -2.76 -2.74
H -1.558 -4.171 3.334 -4.50 -1.61 -0.18
H -0.504 -2.821 4.134 -1.88 -1.66 -1.26
H -1.039 -2.612 1.770 -0.48 0.22 -1.27
H 0.062 -4.156 1.447 -0.38 3.09 1.34
H 1.946 -3.358 0.752 0.28 -2.80 -0.39
H 3.592 -1.774 0.369 1.27 1.08 0.27
H 3.696 -2.489 1.891 0.36 -0.08 1.09
H 3.049 0.496 1.348 -0.59 -0.23 -0.29
H 3.829 -0.121 2.690 1.59 -0.23 -0.66
H 1.750 0.661 3.398 1.39 -0.86 -0.29
H 2.153 -1.048 4.031 0.97 1.63 -2.59
H -0.078 -1.072 3.335 -1.58 1.36 2.60
H -0.234 0.836 1.701 -3.65 13.97 3.57
H -1.110 -0.478 1.489 2.55 1.11 -0.64
H 1.445 0.569 0.009 1.18 1.29 -0.80
H -1.065 -0.333 -1.280 -3.95 -3.20 -1.44
H -0.991 -0.138 -3.556 0.05 -0.65 -1.09
H -2.492 0.336 -5.381 -0.68 2.40 1.67
H -3.831 2.494 -5.214 1.43 1.02 0.80
H -3.255 4.193 -3.628 -0.30 1.66 1.19
H 1.669 -1.393 -1.014 3.89 0.44 -6.53
H 0.032 -2.221 -0.302 3.21 1.30 -0.96
```
Forces are in eV/Å.

Which formula does entry 2 have? C19H27BNO2OsP